Formula: C40H108N8O11
Source: OMol25
Level of theory: ωB97M-V/def2-TZVPD

Each line ends with the Mulliken spin population.
Positions of all 167 atoms, in Å:
C -5.74 -24.44 17.30  -0.56
C -5.29 -24.06 15.88  -0.16
C -6.46 -23.90 14.94  0.19
O -4.71 -22.78 16.09  0.24
H -6.52 -23.77 17.66  -0.05
H -4.88 -24.21 17.94  -0.08
H -6.13 -25.46 17.30  -0.11
H -4.64 -24.82 15.45  0.15
H -7.26 -23.24 15.30  -0.03
H -6.96 -24.86 14.87  0.01
H -6.17 -23.56 13.95  0.04
H -3.89 -22.94 16.56  -0.02
C -6.72 -24.96 20.65  0.51
C -7.12 -25.93 21.77  -0.28
C -6.23 -27.11 21.93  0.20
O -7.07 -25.24 22.98  -0.27
H -7.25 -24.02 20.52  0.26
H -6.81 -25.39 19.65  0.12
H -5.70 -24.58 20.78  -0.02
H -8.13 -26.33 21.65  0.03
H -6.49 -27.54 22.89  -0.02
H -5.21 -26.79 22.15  -0.04
H -6.20 -27.85 21.13  -0.06
H -7.70 -24.51 22.93  0.09
C -10.22 -22.45 10.16  0.01
O -9.43 -22.10 11.31  -0.01
C -8.13 -21.65 10.98  -0.01
C -7.53 -21.10 12.35  0.05
N -7.15 -19.68 12.25  -0.01
C -8.33 -18.88 12.59  -0.01
C -8.59 -18.88 14.14  0.00
O -9.69 -17.91 14.26  -0.05
C -10.23 -17.81 15.56  0.08
H -11.17 -22.93 10.38  0.00
H -9.65 -23.15 9.55  0.00
H -10.50 -21.63 9.50  0.00
H -8.34 -20.84 10.28  0.00
H -7.54 -22.47 10.55  0.01
H -6.65 -21.68 12.64  0.00
H -8.25 -21.43 13.10  -0.02
H -6.41 -19.43 12.88  0.00
H -9.21 -19.12 11.99  0.00
H -8.26 -17.84 12.28  0.02
H -7.66 -18.65 14.66  0.00
H -8.98 -19.85 14.44  0.01
H -10.93 -16.97 15.58  0.00
H -9.40 -17.45 16.17  0.04
H -10.70 -18.74 15.89  -0.01
C -1.34 -23.77 15.12  -0.44
C -1.18 -22.97 16.48  0.83
C -1.22 -21.42 16.24  -0.27
O 0.13 -21.06 15.84  -0.21
C 0.45 -19.69 16.08  0.09
N -2.25 -23.32 17.37  -0.07
H -2.20 -23.44 14.53  0.28
H -1.32 -24.85 15.22  -0.08
H -0.61 -23.42 14.38  -0.11
H -0.25 -23.17 17.01  0.49
H -1.42 -20.86 17.15  0.05
H -2.03 -21.18 15.55  0.22
H 1.48 -19.50 15.75  -0.01
H 0.53 -19.64 17.17  -0.01
H -0.22 -18.92 15.72  -0.01
H -2.05 -22.93 18.28  -0.36
H -2.12 -24.32 17.44  -0.05
C -3.78 -19.31 16.31  -0.06
C -4.38 -19.33 14.86  -0.07
C -3.61 -19.86 13.66  0.07
O -2.37 -19.23 13.63  -0.06
C -1.44 -19.74 12.67  0.01
N -5.66 -20.00 14.94  -0.06
H -4.38 -18.78 17.05  -0.04
H -2.82 -18.81 16.34  0.05
H -3.73 -20.32 16.71  0.16
H -4.58 -18.27 14.70  -0.03
H -4.11 -19.70 12.70  0.03
H -3.49 -20.93 13.82  -0.03
H -0.58 -19.08 12.79  -0.02
H -1.90 -19.49 11.71  0.01
H -1.24 -20.80 12.77  0.04
H -5.43 -20.89 15.36  0.04
H -6.27 -19.48 15.56  0.03
C -12.37 -23.19 19.47  -0.28
C -11.73 -24.56 19.64  0.25
C -10.59 -24.73 18.62  -0.26
O -11.01 -24.92 17.27  -0.09
C -9.94 -24.74 16.44  -0.22
N -11.27 -24.74 21.00  -0.13
H -13.30 -23.24 20.03  -0.07
H -12.69 -23.07 18.43  0.01
H -11.70 -22.36 19.69  0.29
H -12.51 -25.29 19.44  0.18
H -9.86 -25.50 18.86  0.19
H -10.01 -23.80 18.68  0.08
H -9.21 -25.48 16.74  -0.01
H -9.51 -23.73 16.46  0.09
H -10.17 -25.04 15.41  0.02
H -12.17 -24.74 21.46  -0.04
H -11.14 -25.74 21.08  -0.08
C -3.98 -22.14 7.78  0.00
C -4.75 -22.07 9.06  0.00
C -4.00 -22.17 10.40  -0.03
O -3.34 -23.44 10.51  -0.05
C -2.99 -23.84 11.82  -0.04
N -5.40 -20.81 9.06  0.00
H -4.73 -22.19 6.99  0.00
H -3.38 -23.04 7.67  0.00
H -3.39 -21.24 7.60  0.00
H -5.50 -22.87 9.07  0.00
H -4.63 -21.97 11.26  0.02
H -3.26 -21.37 10.40  0.01
H -2.64 -22.92 12.29  0.08
H -2.12 -24.49 11.74  0.02
H -3.77 -24.30 12.42  0.02
H -4.72 -20.11 8.80  0.00
H -5.74 -20.47 9.95  0.00
C -4.91 -27.38 11.23  0.01
C -5.93 -26.70 10.37  0.00
C -6.76 -25.68 11.12  -0.01
O -7.61 -26.19 12.12  -0.02
C -8.66 -25.37 12.60  -0.02
N -5.22 -26.01 9.30  0.00
H -5.35 -28.01 12.01  0.01
H -4.28 -26.61 11.66  0.01
H -4.35 -28.17 10.73  -0.01
H -6.61 -27.49 10.03  0.00
H -7.28 -25.19 10.30  0.00
H -6.10 -24.95 11.58  0.00
H -9.37 -25.97 13.16  -0.01
H -9.26 -24.88 11.83  0.02
H -8.26 -24.61 13.28  0.01
H -5.89 -25.74 8.59  0.00
H -4.60 -25.26 9.56  0.00
C -7.78 -21.03 17.60  -0.70
C -8.10 -19.57 17.95  -0.01
C -9.18 -19.42 18.95  0.68
O -10.41 -19.82 18.42  -0.24
C -11.56 -19.59 19.22  0.21
N -6.75 -19.05 18.34  -0.10
H -7.58 -21.61 18.51  -0.07
H -6.87 -21.08 17.01  0.19
H -8.63 -21.51 17.10  0.03
H -8.24 -18.95 17.06  0.18
H -9.25 -18.36 19.17  0.07
H -9.03 -20.00 19.86  0.14
H -11.44 -19.82 20.28  -0.04
H -12.34 -20.26 18.88  0.07
H -11.93 -18.58 19.04  -0.02
H -6.53 -19.50 19.22  -0.18
H -6.88 -18.10 18.67  -0.03
C -5.39 -28.33 18.39  0.00
C -4.90 -28.84 17.04  0.15
C -5.52 -28.20 15.75  0.05
O -6.86 -28.61 15.59  -0.08
C -7.43 -28.22 14.38  -0.01
N -3.43 -28.68 16.99  0.04
H -4.78 -28.64 19.24  0.00
H -6.45 -28.51 18.56  -0.05
H -5.21 -27.25 18.35  0.17
H -5.09 -29.91 16.98  0.02
H -5.07 -28.53 14.81  0.01
H -5.36 -27.12 15.79  -0.05
H -8.46 -28.39 14.66  0.01
H -7.11 -28.92 13.60  -0.01
H -7.20 -27.18 14.16  0.04
H -2.99 -29.18 17.74  -0.03
H -3.15 -29.22 16.18  -0.04

Values from the calculation:
⟨S²⟩: 0.75
LUMO (spin up / spin down): 2.2 / 2.2 eV
E_tot: -77666.19976 eV
Multiplicity: 2
Gap between HOMO and LUMO (spin up / spin down): 1.46 / 8.93 eV
Net charge: -1
E_HOMO (spin up / spin down): 0.77 / -6.75 eV